Density functional theory data (ωB97M-V/def2-TZVPD) for a 3-piece molecular cluster, C33H39Cl3O13S overall.

Geometry as XYZ:
```
89
C33H39Cl3O13S ωB97M-V/def2-TZVPD
C 3.784 0.807 -0.881
H -2.227 2.536 5.137
H -0.971 1.555 4.414
H -0.638 0.163 -8.199
C 0.972 0.040 0.843
H 6.434 -1.326 -0.752
H -4.882 -2.562 -3.003
O -1.821 1.854 -1.386
C 0.271 1.626 -7.521
C 1.259 3.543 -6.459
H -2.793 1.891 2.794
C 0.119 3.564 -5.468
C -0.900 1.841 0.867
H -2.869 -0.767 -2.509
H 5.439 0.349 -2.164
H -3.991 -3.922 7.203
C -1.300 -6.314 6.436
Cl -0.295 3.789 4.755
C 3.261 1.919 -1.784
C -2.106 1.495 -0.037
C -0.579 -4.589 4.772
C -0.871 1.650 -6.530
C 5.528 -0.828 -0.428
H 3.688 2.861 -1.420
H 3.261 0.892 -3.704
O -3.211 -5.676 7.669
C -4.891 -1.523 -2.677
H -1.695 2.681 -4.794
C 1.746 2.097 -1.743
C -0.450 -5.922 5.478
O -0.835 -1.883 1.590
H -1.732 -0.583 -0.365
C -1.225 3.019 1.802
C 3.708 1.777 -3.241
H 0.206 1.083 2.537
C -1.477 2.515 4.348
C -1.678 -3.716 5.129
Cl -2.853 -2.746 -1.298
C -0.881 2.671 -5.507
O 0.185 0.647 -8.408
O 0.196 4.524 -4.562
H -1.211 -7.262 6.947
H -2.817 3.604 3.116
H -2.947 2.108 0.293
C -3.848 -0.372 -0.614
H 3.341 -0.715 2.116
C 4.948 0.127 -1.227
H 6.544 -2.551 1.284
Cl -4.919 1.010 -0.970
H -0.144 2.211 0.182
H 1.401 2.744 -2.554
O 0.580 -6.641 5.059
H -4.931 -0.900 -3.569
C -0.195 0.676 1.605
C 5.605 -2.187 1.699
C -2.147 2.750 2.999
C -2.526 0.043 0.061
O 0.273 -4.340 3.940
O -1.500 -0.580 3.569
O -2.660 -0.263 1.467
H 2.093 2.504 -8.183
H -1.674 3.793 1.175
H 4.940 -3.040 1.844
O -3.563 -3.394 6.501
O 2.036 0.982 0.838
H 3.345 2.646 -3.795
H 0.685 -0.224 -0.183
C 1.270 2.518 -7.483
H -1.822 1.079 -1.956
O 2.113 4.400 -6.329
H 1.273 -0.883 1.335
C 4.980 -1.159 0.799
C 3.220 0.433 0.346
H -5.787 -1.358 -2.083
H 1.468 2.599 -0.823
S -1.277 -0.646 2.161
H -1.773 -2.770 4.614
H 1.206 1.152 -1.835
C 3.816 -0.506 1.165
C -3.631 -1.221 -1.875
H 4.788 1.755 -3.371
H -0.274 3.434 2.145
C -2.386 -5.431 6.807
H 1.014 5.024 -4.752
C -2.527 -4.110 6.089
O -1.720 0.786 -6.656
H 5.818 -1.770 2.686
H 1.014 -6.100 4.368
H -4.380 -0.984 0.114
```

Results
Lowest unoccupied orbital energy in eV: -1.7
SMILES: Cc1ccc(C(C)C)c(OC[C@H]2[C@H](CCCCl)[C@@H](O)[C@H]([C@@H](Cl)[C@H](C)Cl)OS2(=O)=O)c1.O=C1C=C(O)C(=O)C=C1O.O=C1C=C(O)C(=O)C=C1O
2S+1: 1
F_max in eV/A: 0.71
Gap between HOMO and LUMO in eV: 7.28
Electronic energy in eV: -109872.7458
Energy above the lowest of the compared OMol25 structures with the same formula, charge and spin in kcal/mol: 0.0
E_HOMO in eV: -8.931